[1]
{"formula": "C4H4IrO5", "method": "wB97M-V/def2-TZVPD", "symbols": ["O", "C", "O", "Ir", "O", "C", "C", "O", "O", "C", "H", "H", "H", "H"], "coordinates": [[-0.357174, -0.954169, 1.828902], [0.743275, 0.236256, 2.136918], [1.604305, 0.109987, 1.241891], [-1.277142, 0.611351, 2.338723], [0.103210, 0.741644, -1.440800], [-0.597295, 1.862138, -1.036858], [-0.226869, -0.552513, -0.976565], [-0.025171, 2.919403, -1.329791], [-1.585844, 1.735902, -0.269596], [0.722192, -1.184858, 0.042128], [-0.254436, -1.181556, -1.877840], [-1.269975, -0.596072, -0.635319], [1.104490, -1.995415, 0.683498], [1.316434, -1.752098, -0.705292]], "atomic_forces_ev_per_a": [[-0.6, 2.2, 3.0], [0.1, -2.5, -2.9], [-1.9, -0.3, 0.0], [0.0, 0.3, -0.3], [0.4, 1.1, -0.1], [-0.5, -4.6, 2.5], [-3.0, -0.1, 0.4], [-0.2, 1.5, -0.4], [1.3, 1.2, -1.2], [4.1, -1.4, -2.5], [0.5, 0.0, 0.4], [0.2, 0.4, 0.3], [-2.4, 0.3, 1.2], [2.0, 1.8, -0.6]], "s2": 6.057, "multiplicity": 5, "charge": 1}

[2]
{"formula": "C4H4LiLuO2", "method": "wB97M-V/def2-TZVPD", "symbols": ["H", "C", "C", "C", "C", "O", "O", "H", "H", "H", "Lu", "Li"], "coordinates": [[-3.128529, 0.942459, 0.782409], [1.285536, -0.585925, 0.409111], [0.473651, -1.702479, -0.168929], [-0.217455, -0.413499, 0.083978], [-1.082863, 0.518247, -0.058826], [-1.331603, 1.691049, -0.341544], [2.200715, 0.060736, -0.324136], [1.466395, -0.636270, 1.491006], [0.210857, -2.537928, 0.485127], [0.657635, -1.953145, -1.217021], [2.383662, 1.942302, -1.182688], [-2.918001, 2.674454, 0.041516]], "atomic_forces_ev_per_a": [[-0.4, -0.4, 0.4], [-0.6, -1.2, 1.3], [0.2, 0.0, 0.0], [-1.7, 0.0, -0.6], [3.3, 1.2, -0.4], [-1.2, -1.0, 0.3], [0.3, 3.1, -1.5], [0.1, 0.1, -0.4], [0.1, 0.3, -0.1], [-0.2, 0.1, 0.3], [0.1, -2.4, 0.9], [0.1, 0.3, -0.2]], "charge": 2}

[3]
{"formula": "C4H4LiMgO5", "method": "wB97M-V/def2-TZVPD", "symbols": ["O", "C", "C", "O", "O", "C", "H", "H", "H", "H", "O", "C", "O", "Li", "Mg"], "coordinates": [[-1.257707, -0.250175, -0.875137], [-0.530266, 0.048068, -1.869426], [0.528525, -0.557789, 0.386744], [-0.447394, 1.236902, -2.237002], [0.478926, -0.845853, -2.001489], [0.701801, -1.565364, -0.785439], [1.257180, 0.248909, 0.271811], [1.221519, -1.034004, 1.087654], [0.033186, -2.417356, -0.655690], [1.727162, -1.933571, -0.800746], [-0.482168, 0.218017, 2.703078], [-0.410500, 0.535662, 1.555196], [-0.518005, 1.873136, 1.221184], [-0.356590, 2.563893, -0.852479], [-1.945671, 1.879525, 2.851741]], "atomic_forces_ev_per_a": [[-1.8, -0.1, -2.0], [-0.7, 0.2, 5.7], [2.4, 1.4, 3.1], [0.8, 1.1, -2.1], [1.0, -0.5, -1.8], [-1.9, 1.3, 0.2], [-0.1, 0.4, -1.2], [-0.7, -0.5, 1.2], [-0.1, 0.1, -0.2], [0.1, 0.3, -0.1], [-1.6, -0.7, 2.5], [3.1, 1.1, -5.2], [-1.0, -2.7, 0.2], [-0.3, -1.3, 0.1], [0.9, -0.1, -0.4]], "s2": 0.751, "multiplicity": 2}

[4]
{"formula": "C4H4LiO5Pb", "method": "wB97M-V/def2-TZVPD", "symbols": ["O", "C", "C", "O", "O", "C", "Li", "H", "H", "H", "C", "O", "O", "Pb", "H"], "coordinates": [[0.794150, 2.753611, -1.521355], [1.446371, 1.922794, -2.336003], [-0.019469, 1.936741, -0.621557], [2.008192, 2.286570, -3.346684], [1.321237, 0.665464, -1.953318], [0.692771, 0.609581, -0.594982], [-0.295504, -1.189983, -0.122883], [-1.027552, 1.917405, -1.066369], [-0.067455, 2.429867, 0.357118], [1.564388, 0.720722, 0.079861], [-1.482274, -2.329748, 2.360019], [-0.914309, -2.448334, 1.220647], [-1.606004, -3.349624, 3.074161], [-0.704883, -4.612859, 1.724129], [-1.709659, -1.312208, 2.747215]], "atomic_forces_ev_per_a": [[-0.5, 0.2, 1.0], [0.5, 0.9, -2.0], [0.0, 0.5, -0.1], [-0.3, -0.4, 1.2], [-0.3, -1.3, 0.7], [0.4, -0.2, -0.1], [0.3, 0.7, -0.5], [0.2, -0.1, 0.1], [0.0, -0.1, -0.2], [-0.2, 0.0, -0.1], [0.7, 2.3, 0.2], [-0.5, 0.4, -0.1], [-1.4, 1.0, 1.8], [1.5, -3.3, -1.6], [-0.3, -0.6, -0.2]], "charge": 1}

[5]
{"formula": "C4H4LiO5Ru", "method": "wB97M-V/def2-TZVPD", "symbols": ["O", "C", "O", "Li", "Ru", "C", "C", "H", "H", "O", "C", "O", "O", "H", "H"], "coordinates": [[-3.279764, 1.698233, 2.245676], [-3.485788, 2.376234, 1.242639], [-2.876642, 2.247406, 0.150383], [-2.574277, 3.243034, -1.397662], [-1.761263, 0.725981, 1.196170], [-0.503667, -0.687247, 0.325912], [0.624839, -1.011315, 0.935231], [-0.867523, -1.239120, -0.547788], [0.727709, -1.244423, 1.996551], [3.481267, -0.439738, -1.036383], [2.299120, -0.842540, -0.755779], [1.665953, -1.530246, -1.622190], [1.969571, -0.733341, 0.467521], [3.946222, -1.030672, -1.651312], [0.634242, -1.532245, -1.548969]], "atomic_forces_ev_per_a": [[0.0, 0.2, -0.2], [-1.8, 1.0, 1.3], [0.6, -0.1, -1.0], [-0.3, 0.6, -0.5], [0.8, -1.3, 0.8], [-1.1, -1.2, -0.9], [3.1, 1.3, 1.3], [-0.3, 0.7, -0.4], [0.1, 0.0, 0.0], [-0.9, -0.1, 1.2], [2.6, -1.4, -2.1], [-2.9, 0.4, -0.5], [-2.8, -0.1, 2.1], [0.3, 0.1, -0.9], [2.7, -0.4, -0.2]], "s2": 12.013, "multiplicity": 7, "charge": 3}

[6]
{"formula": "C4H4LiO5Sc", "method": "wB97M-V/def2-TZVPD", "symbols": ["O", "O", "C", "C", "O", "C", "H", "H", "H", "H", "O", "O", "C", "Sc", "Li"], "coordinates": [[1.239139, -0.738593, -0.700273], [0.332843, 0.876411, 0.464668], [-2.843623, 0.289880, 0.484384], [-3.175487, -0.953172, 1.251481], [-2.055213, -1.804226, 1.277534], [1.166415, 0.488514, -0.411977], [-2.828151, 1.258967, 0.990942], [-2.637427, 0.210965, -0.588692], [-4.032638, -1.467195, 0.776290], [-3.486778, -0.689010, 2.279055], [1.620722, 2.708549, -1.223593], [3.077395, 1.126210, -1.722411], [2.022080, 1.521748, -1.172708], [-0.331337, -1.166967, 0.694740], [3.306898, 3.033733, -2.228112]], "atomic_forces_ev_per_a": [[-0.4, -1.0, 0.1], [-0.5, -1.1, 0.6], [0.4, -0.1, 0.2], [-1.2, 0.6, 0.1], [2.3, 0.2, -0.7], [0.0, 0.7, -0.3], [0.0, -0.3, -0.5], [-0.2, 0.2, 0.3], [0.4, 0.0, 0.2], [0.2, -0.2, -0.4], [-0.2, -0.5, 0.3], [-0.4, -0.2, 0.4], [0.9, 0.9, -0.8], [-1.1, 1.2, 0.2], [-0.3, -0.3, 0.2]], "s2": 0.754, "multiplicity": 2, "charge": 1}

Going through the records in order, we get maximum force values of 5.278 3.523 6.169 3.956 3.635 2.446 eV/Å.
Going through the records in order, we get relative energy (zero: lowest compared OMol25 entry of this formula, charge and spin) values of 166.5 54.6 76.2 72.6 24.4 0.0 kcal per mole.